Below is the molecule C9H12O2S3 at a distorted geometry, with properties calculated with ωB97M-V/def2-TZVPD.

Each line ends with the Löwdin charge.
Element x y z (Å)
C -0.052428 3.464932 2.400591  -0.328
S -0.088216 3.198781 0.576114  0.921
C 0.275835 1.516590 0.433051  -0.521
C 1.553305 1.068040 0.096643  0.009
C 1.829794 -0.363449 -0.017470  -0.294
O 3.066126 -0.832620 -0.472355  -0.021
C 0.768785 -1.261046 0.047645  -0.507
S 1.085084 -2.957526 -0.329829  0.875
C 0.978238 -2.806053 -2.135943  -0.349
C -0.529455 -0.854566 0.490345  -0.507
S -1.866934 -1.977492 0.453578  0.889
C -2.563090 -1.147212 -0.973165  -0.361
C -0.732067 0.522353 0.601456  -0.296
O -1.951995 1.089358 1.069341  -0.030
H 0.777173 4.060782 2.804943  0.040
H 0.021897 2.495301 2.836268  0.031
H -0.974727 4.025752 2.636849  0.042
H 2.406596 1.681043 -0.160548  0.115
H 3.161873 -1.750576 -0.115958  0.075
H 0.832364 -1.737122 -2.432990  0.067
H 1.931229 -3.171703 -2.456759  0.020
H 0.034892 -3.233642 -2.493739  0.036
H -3.520081 -1.522543 -1.204677  0.024
H -2.777397 -0.107866 -0.806310  0.036
H -1.821670 -1.417142 -1.724571  0.035
H -1.845132 2.017625 0.877489  0.000

Force components x, y, z for each atom (eV/Å):
-0.3 1.0 -0.3
0.2 1.4 0.2
1.4 -2.5 -0.5
0.8 -2.5 -0.3
-0.4 1.3 -1.0
-0.7 0.5 1.1
-0.5 0.2 1.4
-0.1 0.1 0.2
-1.0 1.5 0.2
1.2 1.0 -0.8
-0.6 0.2 0.9
0.4 -0.4 -0.2
-1.3 1.9 1.9
1.0 -2.7 -0.7
0.1 -0.1 -0.7
-0.4 -0.6 0.5
0.3 -0.7 0.1
-0.2 0.5 0.3
-0.2 0.8 -0.5
0.7 -0.7 0.5
0.0 -0.4 -1.0
0.7 -0.7 -0.1
-1.0 -1.1 -0.4
0.6 0.5 0.1
-0.5 0.7 -0.6
-0.2 1.0 -0.1

The value obtained for the HOMO energy is -8.173 eV. Its electronic energy is -1695.138235 hartree. For the relative energy (zero: lowest compared OMol25 entry of this formula, charge and spin), the calculation gives 10.48 kcal per mole. The SMILES is CSc1cc(O)c(SC)c(SC)c1O. The multiplicity is 1. The HOMO-LUMO gap comes out at 8.5 eV.